[1]
A 3-piece molecular cluster, C15H37BNO10 overall. Source: the Open Molecules 2025 dataset; level of theory: ωB97M-V with the def2-TZVPD basis set.

Results
Kohn-Sham gap: 7.05 eV
Total charge: -1
Relative energy (zero: lowest compared OMol25 entry of this formula, charge and spin): 0.2774 eV
E_HOMO: -0.168 Eh
Calculated total energy: -1425.5991 a.u.

Cartesian coordinates (Å):
C 0.468 -0.566 0.361
C 1.681 -1.316 0.922
O 2.160 -0.709 2.079
B 3.324 0.201 1.917
O 4.578 -0.467 2.408
C 3.156 1.562 2.808
O 2.518 1.398 4.114
N 1.154 1.369 4.001
O 0.659 0.608 4.759
H 0.776 0.412 -0.010
H 0.002 -1.181 -0.414
H -0.216 -0.418 1.199
H 2.448 -1.443 0.147
H 1.324 -2.327 1.179
H 3.478 0.555 0.735
H 4.696 -1.230 1.842
H 4.166 1.915 3.031
H 2.676 2.384 2.261
C 0.383 7.573 -2.198
O -0.552 6.844 -1.440
C -0.675 5.481 -1.818
C -0.691 4.546 -0.628
O 0.533 4.431 0.066
C 0.998 5.510 0.857
C 0.186 5.791 2.101
O -1.074 6.374 1.793
C -2.131 5.909 2.600
H -0.035 7.865 -3.169
H 0.630 8.475 -1.638
H 1.305 7.004 -2.355
H 0.137 5.190 -2.493
H -1.625 5.366 -2.357
H -0.884 3.544 -1.020
H -1.516 4.783 0.048
H 1.136 6.411 0.255
H 1.988 5.196 1.195
H 0.745 6.502 2.723
H 0.059 4.859 2.661
H -2.082 4.824 2.739
H -3.064 6.146 2.088
H -2.129 6.403 3.579
C -2.008 -3.770 0.368
O -1.087 -4.555 -0.359
C -0.667 -5.730 0.307
C -0.666 -6.935 -0.607
O -1.948 -7.394 -1.012
C -2.701 -6.616 -1.926
C -2.147 -6.551 -3.334
O -0.980 -5.754 -3.402
C 0.015 -6.247 -4.268
H -1.494 -3.178 1.131
H -2.493 -3.093 -0.334
H -2.781 -4.390 0.837
H -1.300 -5.935 1.177
H 0.359 -5.571 0.663
H -0.240 -7.765 -0.037
H -0.012 -6.775 -1.466
H -2.894 -5.616 -1.536
H -3.666 -7.127 -1.992
H -2.910 -6.096 -3.981
H -1.948 -7.568 -3.691
H 0.141 -7.330 -4.158
H 0.953 -5.765 -3.998
H -0.216 -6.011 -5.314

***

[2]
A single C4H8O3 molecule in a non-equilibrium geometry. Source: the Open Molecules 2025 dataset; level of theory: ωB97M-V with the def2-TZVPD basis set.

Results
Kohn-Sham gap: 10.41 eV
Relative energy (zero: lowest compared OMol25 entry of this formula, charge and spin): 6.3130 eV
SMILES: OC1COCOC1
E_HOMO: -0.355 Eh
Calculated total energy: -382.7328 a.u.

Cartesian coordinates (Å):
O -2.054 -0.098 -0.690
C -0.985 0.411 0.391
C 0.040 1.287 -0.402
O 1.322 0.888 0.190
C 1.722 -0.289 -0.366
O 0.548 -1.141 -0.545
C -0.317 -0.840 0.609
H -2.685 -0.373 0.202
H -1.544 0.899 1.358
H -0.257 0.750 -1.481
H 0.095 2.500 -0.247
H 2.162 -0.559 -1.185
H 2.421 -0.804 0.305
H 0.534 -1.053 1.461
H -1.002 -1.577 0.401

***

[3]
C12H24BrClMgO12 as an isolated structure in a non-equilibrium geometry. Source: the Open Molecules 2025 dataset; level of theory: ωB97M-V with the def2-TZVPD basis set.

Results
Kohn-Sham gap: 8.51 eV
Relative energy (zero: lowest compared OMol25 entry of this formula, charge and spin): 0.0000 eV
E_HOMO: -0.297 Eh
Calculated total energy: -4609.0534 a.u.

Cartesian coordinates (Å):
Mg -0.234 -0.054 -0.093
Cl 1.203 1.655 -1.205
Br -1.776 -1.717 0.890
C -4.121 0.905 -0.823
O -3.687 1.154 -2.168
C -2.428 0.848 -2.424
O -1.654 0.392 -1.619
O -2.174 1.123 -3.681
C -0.859 0.844 -4.154
H -3.428 1.372 -0.131
H -4.180 -0.168 -0.651
H -5.111 1.331 -0.695
H -0.666 -0.229 -4.141
H -0.101 1.322 -3.529
H -0.831 1.228 -5.167
C -1.970 1.047 3.534
O -2.053 2.312 2.893
C -1.594 2.362 1.661
O -1.158 1.413 1.055
O -1.716 3.589 1.209
C -1.200 3.887 -0.096
H -0.963 0.628 3.541
H -2.669 0.332 3.108
H -2.221 1.235 4.578
H -1.797 4.689 -0.520
H -1.236 3.029 -0.764
H -0.165 4.198 0.022
C 2.388 -2.303 2.361
O 2.537 -0.986 2.936
C 1.859 -0.040 2.328
O 1.228 -0.188 1.322
O 1.913 1.130 2.946
C 2.578 1.252 4.185
H 2.810 -3.016 3.065
H 3.013 -2.310 1.466
H 1.355 -2.585 2.173
H 2.390 2.236 4.601
H 3.658 1.100 4.122
H 2.234 0.504 4.904
C 1.898 -4.630 -1.358
O 0.965 -3.587 -1.062
C 1.002 -2.423 -1.681
O 0.664 -1.394 -1.162
O 1.572 -2.499 -2.869
C 2.000 -1.289 -3.510
H 2.149 -5.051 -0.390
H 2.777 -4.238 -1.864
H 1.452 -5.371 -2.018
H 1.549 -0.397 -3.091
H 1.711 -1.361 -4.561
H 3.088 -1.281 -3.474

***

[4]
C10H9N2O5Re as an isolated structure in a non-equilibrium geometry. Source: the Open Molecules 2025 dataset; level of theory: ωB97M-V with the def2-TZVPD basis set.

Results
Kohn-Sham gap (alpha / beta): 6.34 / 4.23 eV
Total charge: +3
2S+1: 4
Relative energy (zero: lowest compared OMol25 entry of this formula, charge and spin): 3.3353 eV
E_HOMO (alpha / beta): -0.747 / -0.747 Eh
Calculated total energy: -949.0539 a.u.

Cartesian coordinates (Å):
O 5.805 -4.544 -1.562
C 4.821 -4.234 -1.024
Re 1.675 -1.122 0.454
C -0.053 -1.169 1.480
O -1.026 -1.167 2.136
C 2.072 0.742 0.147
O 2.306 1.879 -0.081
C 0.964 -1.470 -1.417
O 0.591 -1.563 -2.533
C 2.900 -1.159 2.074
O 3.581 -0.996 3.015
H 3.156 -1.362 -0.367
C -3.671 0.318 -1.508
C -2.377 0.637 -0.879
C -1.991 1.760 -0.150
C -0.746 1.446 0.405
N -0.323 0.275 -0.134
N -1.357 -0.226 -0.813
C -0.168 2.222 1.492
H -4.453 0.377 -0.718
H -3.903 1.107 -2.254
H -3.686 -0.678 -1.989
H -2.577 2.656 0.075
H -1.387 -1.144 -1.229
H 0.082 3.230 1.128
H -0.948 2.363 2.262
H 0.713 1.822 1.991

***

[5]
A 6-piece molecular cluster, C38H37BrO3 overall. Source: the Open Molecules 2025 dataset; level of theory: ωB97M-V with the def2-TZVPD basis set.

Results
Kohn-Sham gap: 7.91 eV
SMILES: CCOC1=CC(=O)C(Br)=CC1=O.c1ccccc1.c1ccccc1.c1ccccc1.c1ccccc1.c1ccccc1
E_HOMO: -0.339 Eh
Calculated total energy: -4269.8768 a.u.

Cartesian coordinates (Å):
C 0.400 0.215 -2.501
C -0.932 0.352 -1.794
O -1.580 1.571 -2.210
C -2.828 1.429 -2.682
C -3.168 1.642 -3.952
C -4.587 1.524 -4.359
O -5.054 2.114 -5.301
C -5.434 0.622 -3.491
Br -6.943 -0.131 -4.297
C -5.117 0.421 -2.218
C -3.909 1.101 -1.675
O -3.806 1.411 -0.513
H 0.739 -0.819 -2.423
H 1.148 0.871 -2.059
H 0.291 0.450 -3.560
H -0.809 0.396 -0.710
H -1.577 -0.501 -2.023
H -2.437 1.936 -4.693
H -5.705 -0.191 -1.548
C 5.278 1.486 -0.128
C 3.948 1.584 0.259
C 3.151 0.448 0.287
C 3.682 -0.783 -0.070
C 5.012 -0.882 -0.457
C 5.810 0.254 -0.486
H 5.902 2.371 -0.148
H 3.531 2.542 0.540
H 2.115 0.521 0.594
H 3.056 -1.667 -0.040
H 5.428 -1.843 -0.733
H 6.847 0.179 -0.787
C -5.324 5.152 -3.305
C -5.423 6.533 -3.398
C -5.459 7.307 -2.246
C -5.396 6.700 -0.999
C -5.299 5.319 -0.904
C -5.263 4.548 -2.057
H -5.295 4.548 -4.204
H -5.474 7.007 -4.370
H -5.535 8.384 -2.320
H -5.422 7.304 -0.101
H -5.250 4.841 0.067
H -5.192 3.471 -1.976
C 2.580 4.022 4.012
C 1.248 4.110 4.393
C 0.454 2.972 4.410
C 0.992 1.745 4.045
C 2.322 1.658 3.660
C 3.117 2.796 3.644
H 3.200 4.910 4.001
H 0.828 5.066 4.676
H -0.585 3.041 4.707
H 0.372 0.857 4.059
H 2.742 0.703 3.368
H 4.154 2.725 3.342
C 3.799 -4.181 2.160
C 3.553 -2.991 2.831
C 2.891 -3.005 4.052
C 2.471 -4.211 4.598
C 2.704 -5.400 3.919
C 3.368 -5.384 2.700
H 4.319 -4.168 1.210
H 3.876 -2.052 2.401
H 2.699 -2.077 4.575
H 1.954 -4.223 5.549
H 2.364 -6.338 4.339
H 3.545 -6.310 2.167
C 1.243 -5.271 -0.471
C 0.853 -5.393 -1.798
C -0.149 -6.289 -2.146
C -0.760 -7.062 -1.167
C -0.367 -6.941 0.159
C 0.636 -6.046 0.507
H 2.022 -4.571 -0.193
H 1.330 -4.792 -2.561
H -0.454 -6.385 -3.180
H -1.542 -7.759 -1.439
H -0.841 -7.545 0.921
H 0.942 -5.945 1.540

***

[6]
A single C4HNO molecule in a non-equilibrium geometry. Source: the Open Molecules 2025 dataset; level of theory: ωB97M-V with the def2-TZVPD basis set.

Results
Kohn-Sham gap: 9.24 eV
Relative energy (zero: lowest compared OMol25 entry of this formula, charge and spin): 2.0598 eV
E_HOMO: -0.421 Eh
Calculated total energy: -282.8415 a.u.

Cartesian coordinates (Å):
O -1.376 -0.992 0.860
C -1.183 -0.131 0.048
C 0.211 0.331 -0.309
C 0.588 1.245 -1.183
C 1.385 -0.218 0.308
N 2.371 -0.616 0.766
H -1.996 0.382 -0.491

***

[7]
C16H11Co2NO8S as an isolated structure in a non-equilibrium geometry. Source: the Open Molecules 2025 dataset; level of theory: ωB97M-V with the def2-TZVPD basis set.

Results
Kohn-Sham gap: 2.28 eV
Total charge: -2
Relative energy (zero: lowest compared OMol25 entry of this formula, charge and spin): 4.8387 eV
E_HOMO: 0.057 Eh
Calculated total energy: -4436.4691 a.u.

Cartesian coordinates (Å):
O -4.468 0.599 2.844
C -3.398 0.884 2.604
Co -1.700 1.329 2.204
C -1.908 1.097 0.446
O -2.036 0.985 -0.682
C -2.043 3.050 2.593
O -2.235 4.150 2.825
C -1.031 -0.393 3.191
C -0.412 -1.455 2.643
C -0.373 -2.878 2.632
Co 0.432 0.021 2.211
C 0.579 -0.564 0.570
O 0.673 -0.947 -0.509
C 2.130 -0.135 2.718
O 3.248 -0.241 3.011
C 0.461 1.876 1.912
O 1.021 2.864 1.682
H -1.336 -0.160 4.222
H 0.601 -3.244 2.997
H -1.322 -3.262 3.185
C 1.304 -8.908 6.147
C 1.215 -7.982 4.962
C 1.955 -6.796 4.937
C 1.904 -5.938 3.843
C 1.076 -6.247 2.762
S 1.147 -5.221 1.314
N -0.239 -3.717 1.486
O 2.435 -4.564 1.181
O 0.565 -5.903 0.212
C 0.345 -7.441 2.756
C 0.409 -8.290 3.859
H 0.636 -9.764 6.019
H 2.325 -9.285 6.283
H 1.027 -8.388 7.072
H 2.595 -6.555 5.788
H 2.515 -5.044 3.827
H -0.822 -4.515 1.704
H -0.262 -7.711 1.895
H -0.161 -9.226 3.868

***

[8]
A single C3H8N2OS molecule in a non-equilibrium geometry. Source: the Open Molecules 2025 dataset; level of theory: ωB97M-V with the def2-TZVPD basis set.

Results
Kohn-Sham gap: 9.78 eV
Relative energy (zero: lowest compared OMol25 entry of this formula, charge and spin): 3.2200 eV
SMILES: CCNN(S)C=O
E_HOMO: -0.332 Eh
Calculated total energy: -701.9592 a.u.

Cartesian coordinates (Å):
C -1.068 -0.592 1.460
C -0.093 -1.232 0.488
N 0.925 -0.155 0.213
N 0.627 0.800 -0.728
S -0.466 2.118 -0.369
C 1.255 0.815 -1.981
O 0.963 1.611 -2.780
H -1.928 0.042 0.965
H -1.420 -1.314 2.139
H -0.547 0.134 2.084
H 0.619 -2.022 0.912
H -0.601 -1.479 -0.508
H 1.480 0.014 1.020
H -1.571 1.434 -0.758
H 1.822 -0.174 -2.155

***

[9]
A 10-piece molecular cluster, C6H33NO11 overall in a non-equilibrium geometry. Source: the Open Molecules 2025 dataset; level of theory: ωB97M-V with the def2-TZVPD basis set.

Results
Kohn-Sham gap: 8.62 eV
Relative energy (zero: lowest compared OMol25 entry of this formula, charge and spin): 4.6474 eV
SMILES: COCCNCCOC.O.O.O.O.O.O.O.O.O
E_HOMO: -0.334 Eh
Calculated total energy: -1130.7271 a.u.

Cartesian coordinates (Å):
C -11.766 -28.152 -9.757
O -12.483 -29.071 -10.565
C -13.326 -29.921 -9.828
C -13.996 -30.908 -10.764
N -13.005 -31.827 -11.312
C -13.506 -32.530 -12.477
C -12.450 -33.368 -13.138
O -11.424 -32.537 -13.631
C -10.380 -33.234 -14.274
H -10.874 -27.804 -10.270
H -11.570 -28.548 -8.757
H -12.392 -27.261 -9.601
H -14.131 -29.338 -9.356
H -12.751 -30.435 -9.049
H -14.466 -30.290 -11.552
H -14.821 -31.364 -10.209
H -12.246 -31.207 -11.581
H -13.934 -31.824 -13.203
H -14.293 -33.220 -12.158
H -12.925 -33.875 -13.998
H -12.062 -34.181 -12.511
H -10.768 -33.811 -15.120
H -9.837 -33.877 -13.575
H -9.707 -32.458 -14.635
O -16.228 -28.240 -10.744
H -15.971 -28.009 -11.656
H -16.798 -29.009 -10.835
O -15.936 -24.019 -9.446
H -15.598 -24.769 -8.935
H -16.590 -24.418 -10.031
O -14.150 -26.108 -11.303
H -14.481 -26.172 -12.204
H -14.757 -26.634 -10.773
O -15.430 -26.632 -8.631
H -15.816 -27.218 -9.307
H -15.303 -27.196 -7.864
O -15.637 -27.789 -13.417
H -15.186 -28.048 -14.228
H -16.492 -27.449 -13.702
O -15.814 -23.759 -12.589
H -16.700 -23.805 -12.224
H -15.866 -24.232 -13.425
O -17.749 -25.544 -10.856
H -18.191 -26.357 -10.591
H -18.125 -25.337 -11.717
O -12.744 -24.442 -13.427
H -12.289 -25.294 -13.485
H -13.013 -24.232 -14.325
O -12.318 -27.473 -12.970
H -11.580 -28.088 -12.996
H -12.646 -27.509 -12.060

***

[10]
An isolated ion of composition C6H7ClNOS and charge +1 in a non-equilibrium geometry. Source: the Open Molecules 2025 dataset; level of theory: ωB97M-V with the def2-TZVPD basis set.

Results
Kohn-Sham gap: 7.37 eV
Total charge: +1
Relative energy (zero: lowest compared OMol25 entry of this formula, charge and spin): 0.4608 eV
E_HOMO: -0.468 Eh
Calculated total energy: -1220.8516 a.u.

Cartesian coordinates (Å):
C -0.663 1.946 0.452
C 0.763 2.074 0.231
C -1.227 0.776 0.051
C 1.646 1.070 0.037
C 1.036 -0.413 -0.030
C -0.471 -0.456 -0.477
N -1.126 -1.758 -0.145
O 1.033 -2.985 0.369
S 1.959 -1.760 0.349
Cl 3.323 1.229 -0.079
H -1.058 2.949 0.606
H 1.247 3.134 0.364
H -2.291 0.712 0.066
H -0.493 -0.471 -1.622
H -1.695 -1.735 0.808
H -0.239 -2.406 -0.089
H -1.745 -1.906 -0.892

***

[11]
C38H41BrN6PTi as an isolated structure in a non-equilibrium geometry. Source: the Open Molecules 2025 dataset; level of theory: ωB97M-V with the def2-TZVPD basis set.

Results
Kohn-Sham gap: 6.19 eV
Total charge: +3
Relative energy (zero: lowest compared OMol25 entry of this formula, charge and spin): 2.3572 eV
E_HOMO: -0.591 Eh
Calculated total energy: -5565.1703 a.u.

Cartesian coordinates (Å):
Ti 0.724 0.198 0.502
C -2.627 -2.383 0.878
C -1.703 -1.234 0.635
N -0.385 -1.324 0.874
C 0.131 -2.523 1.513
C 1.613 -2.639 1.164
N 2.123 -1.271 1.002
C 3.472 -1.214 0.415
C 3.550 0.036 -0.472
N 2.658 1.068 0.079
C 3.232 1.683 1.294
C 2.112 2.390 2.064
N 0.843 1.795 1.693
C -0.271 2.340 2.141
C -0.268 3.377 3.207
C -1.450 1.887 1.498
C -2.767 2.192 1.780
C -3.811 1.589 1.052
C -3.531 0.443 0.350
C -2.177 0.021 0.274
N -1.176 1.095 0.289
H -2.306 -3.266 0.326
H -3.641 -2.148 0.577
H -2.644 -2.637 1.940
H -0.394 -3.430 1.198
H -0.002 -2.417 2.599
H 1.728 -3.182 0.222
H 2.160 -3.188 1.942
H 2.173 -0.879 1.954
H 3.636 -2.099 -0.207
H 4.244 -1.223 1.192
H 3.194 -0.236 -1.472
H 4.584 0.393 -0.553
H 2.548 1.814 -0.622
H 4.029 2.394 1.044
H 3.680 0.902 1.915
H 2.088 3.462 1.822
H 2.300 2.306 3.141
H 0.413 3.095 4.011
H -1.255 3.537 3.625
H 0.082 4.333 2.815
H -3.014 2.832 2.611
H -4.826 1.921 1.188
H -4.330 -0.174 -0.033
C 2.234 -0.339 -6.267
C 3.068 0.025 -5.224
C 2.561 0.202 -3.946
C 1.211 -0.027 -3.692
C 0.374 -0.385 -4.755
C 0.879 -0.512 -6.034
P 0.396 0.020 -2.040
C -0.619 -1.482 -2.216
C -1.970 -1.502 -2.547
C -2.590 -2.721 -2.782
C -1.873 -3.903 -2.679
C -0.529 -3.882 -2.331
C 0.101 -2.672 -2.113
C -0.729 1.460 -2.126
C -0.924 2.180 -3.304
C -1.638 3.367 -3.307
C -2.130 3.862 -2.113
C -1.951 3.151 -0.933
C -1.282 1.933 -0.921
H 2.634 -0.481 -7.258
H 4.122 0.176 -5.401
H 3.245 0.532 -3.179
H -0.676 -0.563 -4.582
H 0.210 -0.755 -6.845
H -2.527 -0.578 -2.645
H -3.631 -2.745 -3.068
H -2.358 -4.845 -2.882
H 0.022 -4.805 -2.259
H 1.168 -2.634 -1.907
H -0.499 1.823 -4.230
H -1.789 3.908 -4.228
H -2.658 4.804 -2.085
H -2.360 3.575 -0.032
Br 2.769 -0.536 4.266
C 0.899 -0.508 4.687
C 0.503 -0.708 5.996
C -0.860 -0.691 6.253
C -1.738 -0.472 5.199
C -1.218 -0.289 3.929
N 0.090 -0.308 3.654
H 1.222 -0.877 6.783
H -1.225 -0.854 7.255
H -2.804 -0.452 5.362
H -1.867 -0.127 3.078

***

[12]
A 2-piece molecular cluster, C9H14O overall in a non-equilibrium geometry. Source: the Open Molecules 2025 dataset; level of theory: ωB97M-V with the def2-TZVPD basis set.

Results
Kohn-Sham gap: 9.94 eV
Relative energy (zero: lowest compared OMol25 entry of this formula, charge and spin): 1.1312 eV
SMILES: Cc1ccccc1.CCO
E_HOMO: -0.332 Eh
Calculated total energy: -426.5312 a.u.

Cartesian coordinates (Å):
C 0.231 1.247 2.229
C 0.729 0.022 1.492
C 0.441 -1.230 2.107
C 1.087 -2.310 1.575
C 2.002 -2.184 0.511
C 2.316 -0.962 0.020
C 1.620 0.210 0.480
H 0.448 2.175 1.705
H 0.751 1.320 3.201
H -0.892 1.408 2.296
H -0.247 -1.252 2.926
H 0.948 -3.289 2.064
H 2.395 -3.143 0.179
H 2.898 -0.821 -0.920
H 1.732 1.138 -0.051
C -2.617 0.474 -1.949
C -1.173 0.757 -2.398
O -0.774 2.090 -2.370
H -3.277 1.260 -2.345
H -2.697 0.362 -0.860
H -2.915 -0.481 -2.336
H -0.619 0.207 -1.605
H -0.897 0.307 -3.379
H -1.488 2.697 -2.571